DFT (ωB97M-V with the def2-TZVPD basis set) results for a gas-phase ion, C2H5N2S2 (charge +1) in a non-equilibrium geometry.

Calculated values
E, Ha: -984.76804
Charge: +1
Energy relative to the best compared isomer or geometry (same formula, charge and spin), kcal/mol: 41.9
HOMO, eV: -13.17
Structure (SMILES): SN1C=[NH+]CS1

Last column: Löwdin charge in e.
CARTESIAN COORDINATES (ANGSTROEM)
S -3.01818 -0.27994 0.07924  0.8197
N -0.98304 0.13375 0.10404  -0.5790
C -0.21726 -0.91657 0.08027  -0.2525
N 1.06964 -0.68770 -0.09556  0.0190
C 1.43689 0.69982 -0.27211  -0.3476
S -0.17482 1.61781 -0.16458  0.9695
H -3.29115 0.81700 0.80074  -0.1486
H -0.62064 -1.90950 0.20213  0.1526
H 1.78461 -1.39441 -0.01870  0.1713
H 2.09910 1.05114 0.52725  0.0979
H 1.91486 0.86860 -1.24273  0.0976


DFT (ωB97M-V with the def2-TZVPD basis set) results for a molecular structure, C3H2FGaO in a non-equilibrium geometry.

Calculated values
E, Ha: -2215.38112
Charge: -1
Energy relative to the best compared isomer or geometry (same formula, charge and spin), kcal/mol: 0.0
Multiplicity: 2
HOMO (spin up / spin down), eV: -2.34 / -2.66

Last column: Löwdin charge in e.
CARTESIAN COORDINATES (ANGSTROEM)
C 0.28471 -0.50954 0.56808  -0.2291
O -1.85123 1.62132 -1.42421  -0.0142
C -0.91226 1.08964 -0.89272  -0.2901
C -0.87814 -0.02965 0.04640  -0.3005
F 3.11516 -0.94695 0.04368  -0.5509
H 0.09215 -1.21159 1.40261  0.0236
H -1.85357 -0.52137 0.21634  0.0780
Ga 2.00319 0.50815 0.03982  0.2832


DFT (ωB97M-V with the def2-TZVPD basis set) results for 2 unconnected molecules or ions with the total composition C8H11O5 in a non-equilibrium geometry.

Calculated values
E, Ha: -687.34059
Energy relative to the best compared isomer or geometry (same formula, charge and spin), kcal/mol: 14.4
Multiplicity: 4
HOMO (spin up / spin down), eV: -7.44 / -9.28

Last column: Löwdin charge in e.
CARTESIAN COORDINATES (ANGSTROEM)
O -1.19589 1.55674 -3.53023  -0.0057
O -2.03784 1.49693 -4.43546  0.0271
C 1.09822 2.16978 -1.45088  -0.0476
C 0.76272 0.95541 -0.71052  -0.1946
C 1.34326 -0.29354 -0.87916  -0.0441
C 0.89141 -1.40790 -0.20324  0.0300
C -0.21452 -1.21578 0.80925  -0.4589
C -0.00753 0.07212 1.57832  -0.2829
C -0.23284 1.02838 0.42299  -0.2213
O -1.50534 0.57685 -0.04084  -0.0054
O -1.47605 -0.90044 0.16556  -0.0194
O -0.87901 0.37914 2.61354  0.0256
C -0.63103 -2.48709 1.55800  0.0057
H 2.10055 2.09206 -1.88764  0.0901
H 0.41603 2.40967 -2.27455  0.0583
H 1.07727 3.01849 -0.76321  0.0874
H 2.17265 -0.39624 -1.58760  0.1198
H 1.24066 -2.43228 -0.35689  0.1153
H 0.98236 0.12044 2.03840  0.1686
H -0.44327 2.05900 0.72471  0.1692
H -1.19772 -0.42176 3.06220  0.1021
H 0.18196 -2.91116 2.16245  0.0977
H -1.49614 -2.26126 2.18941  0.0854
H -0.94991 -3.20753 0.79540  0.0976


DFT (ωB97M-V with the def2-TZVPD basis set) results for a molecular structure, C8H9LuO5P in a non-equilibrium geometry.

Calculated values
E, Ha: -2262.15005
Charge: +3
HOMO, eV: -21.85

Last column: Löwdin charge in e.
CARTESIAN COORDINATES (ANGSTROEM)
O 0.08733 -2.66124 -1.81304  0.2211
C -0.40592 -1.97938 -1.03973  0.0215
Lu -0.58579 0.31552 0.68963  1.2392
O -1.37761 0.93522 -2.69866  0.2561
C -1.17614 0.72932 -1.58230  -0.0345
C 0.96714 -1.38085 1.35329  -0.0294
O 1.76512 -2.17191 1.61922  0.2543
C 1.31439 0.21430 -0.78036  -0.1468
O 2.11821 -0.03069 -1.55268  0.2594
C -2.70255 -0.55625 1.54263  0.0431
O -3.70561 -0.87313 2.01437  0.2329
C -0.69535 3.12735 2.39164  -0.2353
P 0.60529 2.52852 1.23979  0.6657
C 0.84230 3.98214 0.13672  -0.2030
C 2.10184 2.60997 2.24355  -0.2219
H -1.63679 3.28451 1.86608  0.0605
H -0.35617 4.07766 2.81350  0.0929
H -0.83737 2.40832 3.19825  0.0558
H 1.20597 4.81472 0.76871  0.0891
H 1.58988 3.73045 -0.64105  0.0725
H -0.12473 4.26104 -0.33563  0.0754
H 2.26633 3.65077 2.53891  0.0868
H 1.98597 1.99202 3.14567  0.0716
H 2.96378 2.25133 1.66594  0.0729


DFT (ωB97M-V with the def2-TZVPD basis set) results for C7H6O3S in the gas phase in a non-equilibrium geometry.

Calculated values
E, Ha: -894.19540
Energy relative to the best compared isomer or geometry (same formula, charge and spin), kcal/mol: 14.3
HOMO, eV: -8.70
Structure (SMILES): O=C1CS[C@@H](c2ccco2)O1

Last column: Löwdin charge in e.
CARTESIAN COORDINATES (ANGSTROEM)
O 2.92412 -1.72655 0.47422  0.1712
C 2.31137 -0.75207 0.33269  -0.5663
C 2.37236 0.10444 -0.90293  -0.3323
S 1.53063 1.71656 -0.56360  0.9320
C 0.60275 0.86481 0.78187  -0.4178
C -0.79091 0.35616 0.43133  -0.2954
C -1.19237 -0.56358 -0.50572  -0.0425
C -2.56134 -0.65879 -0.37077  -0.0461
C -2.90197 0.32206 0.62520  -0.1063
O -1.81564 0.87771 1.08168  0.0627
O 1.42787 -0.29841 1.26649  0.0103
H 3.30371 0.17874 -1.32082  0.0561
H 1.96779 -0.38968 -1.77211  0.0852
H 0.55233 1.49769 1.64707  0.1115
H -0.62118 -0.89066 -1.42755  0.1468
H -3.29082 -1.30947 -0.86210  0.1072
H -3.81870 0.67103 1.08502  0.1237


DFT (ωB97M-V with the def2-TZVPD basis set) results for 4 unconnected molecules or ions with the total composition C16H20N4 in a non-equilibrium geometry.

Calculated values
E, Ha: -840.64885
Energy relative to the best compared isomer or geometry (same formula, charge and spin), kcal/mol: 45.3
HOMO, eV: -7.97
Structure (SMILES): c1cc[nH]c1.c1cc[nH]c1.c1cc[nH]c1.c1cc[nH]c1

Last column: Löwdin charge in e.
CARTESIAN COORDINATES (ANGSTROEM)
C -2.90968 0.73990 3.73622  -0.1292
C -1.89705 1.16441 4.62015  -0.1085
C -0.69246 0.83882 3.99274  -0.1359
N -0.99025 0.30880 2.77330  0.0043
C -2.32950 0.28606 2.56739  -0.1388
H -3.97787 0.65576 3.87931  0.0865
H -1.96544 1.74037 5.52563  0.0830
H 0.31404 1.08952 4.28150  0.1015
H -0.23365 0.10592 2.13834  0.1160
H -2.79186 -0.21171 1.73166  0.1007
C 0.84164 0.70356 -0.29139  -0.1209
C 0.03703 -0.43040 -0.45104  -0.1369
C 0.84263 -1.53478 -0.41094  -0.1284
N 2.10733 -1.10297 -0.17348  0.0072
C 2.15176 0.25648 -0.05975  -0.1253
H 0.52586 1.73230 -0.21066  0.0922
H -1.02876 -0.46470 -0.60326  0.0742
H 0.64834 -2.59441 -0.44283  0.1091
H 2.95251 -1.61283 0.01307  0.1493
H 3.12138 0.70848 0.06784  0.1052
C -3.02100 -1.95824 -1.73685  -0.1355
C -3.00236 -2.95510 -0.76039  -0.1228
C -4.29214 -3.10410 -0.30126  -0.1411
N -5.06946 -2.18623 -0.93445  -0.0020
C -4.30017 -1.43731 -1.80783  -0.1117
H -2.09753 -1.60715 -2.16959  0.0826
H -2.12571 -3.52507 -0.50100  0.0890
H -4.74420 -3.75628 0.42912  0.1065
H -6.00182 -1.96206 -0.64586  0.1411
H -4.79539 -0.66655 -2.37167  0.1014
C 5.62503 2.14639 -1.95569  -0.1214
C 4.98976 1.27145 -2.88672  -0.1103
C 3.67514 1.62152 -2.89556  -0.1571
N 3.45357 2.58446 -1.94405  0.0053
C 4.67668 2.94460 -1.40370  -0.1442
H 6.69502 2.18704 -1.82202  0.0904
H 5.47326 0.43040 -3.35419  0.0896
H 2.84793 1.10409 -3.35823  0.1099
H 2.54548 2.71205 -1.53942  0.1219
H 4.74193 3.77748 -0.72444  0.1032